# 1
{"formula": "C3H7NO2", "method": "wB97M-V/def2-TZVPD", "species": ["O", "C", "C", "O", "C", "N", "H", "H", "H", "H", "H", "H", "H"], "positions_angstrom": [[0.447, 1.542, 0.824], [-0.257, 0.377, 1.143], [-1.207, 0.078, -0.022], [-0.678, -0.873, -0.980], [0.609, -0.859, -1.298], [1.584, -0.167, -0.839], [0.914, 1.213, -0.048], [0.444, -0.471, 1.267], [-0.785, 0.397, 2.103], [-2.165, -0.352, 0.270], [-1.381, 1.024, -0.553], [0.810, -1.639, -2.033], [1.665, -0.271, 0.167]], "lowdin_charge": [-0.113, -0.281, -0.112, -0.029, -0.280, 0.056, 0.077, 0.108, 0.126, 0.124, 0.138, 0.130, 0.056], "e_homo_ev": -9.5, "de_lowest_kcal_mol": 78.4, "smiles": "[H]/N=C\\OCCO", "spin_multiplicity": 1, "homo_lumo_gap_ev": 10.3624}

# 2
{"formula": "C12H10O3", "method": "wB97M-V/def2-TZVPD", "species": ["C", "C", "C", "C", "C", "C", "C", "C", "C", "C", "C", "C", "H", "H", "H", "H", "H", "H", "H", "H", "H", "H", "O", "O", "O"], "positions_angstrom": [[-2.205, -0.608, 0.911], [-3.505, 0.009, 0.748], [-3.683, 0.622, -0.415], [-2.815, 0.537, -1.516], [-1.512, -0.196, -1.358], [-1.256, -0.595, -0.112], [1.159, -0.118, 0.069], [1.438, 1.270, 0.691], [2.752, 1.620, 0.440], [3.722, 0.844, 0.012], [3.499, -0.558, -0.103], [2.252, -1.082, -0.041], [-0.810, -1.134, 1.697], [-4.226, -0.074, 1.371], [-4.602, 1.111, -0.742], [-3.272, 0.649, -2.557], [-0.631, -0.348, -1.895], [0.661, 2.209, 0.864], [2.822, 2.714, 0.823], [4.926, 1.086, 0.342], [4.233, -1.326, -0.205], [0.908, -2.401, -0.852], [-1.764, -0.985, 2.146], [-0.002, -0.917, 0.328], [1.910, -2.327, -0.646]], "lowdin_charge": [-0.211, 0.012, -0.135, -0.044, 0.027, -0.290, -0.064, 0.028, -0.218, -0.110, -0.036, -0.214, 0.142, 0.054, 0.110, 0.114, 0.101, 0.171, 0.135, 0.184, 0.113, 0.148, 0.049, -0.073, 0.008], "e_homo_ev": -8.2, "de_lowest_kcal_mol": 148.0, "smiles": "Oc1ccccc1Oc1ccccc1O", "spin_multiplicity": 1, "homo_lumo_gap_ev": 8.1626}

# 3
{"formula": "C37H82BrFN8O9P", "method": "wB97M-V/def2-TZVPD", "species": ["C", "C", "P", "C", "C", "C", "Br", "O", "C", "C", "C", "C", "C", "C", "C", "C", "C", "C", "O", "C", "N", "F", "H", "H", "H", "H", "H", "H", "H", "H", "H", "H", "H", "H", "H", "H", "H", "H", "H", "H", "H", "H", "H", "H", "H", "H", "H", "H", "H", "H", "H", "H", "H", "H", "H", "C", "O", "N", "C", "C", "H", "H", "H", "H", "H", "H", "H", "C", "O", "N", "C", "C", "H", "H", "H", "H", "H", "H", "H", "C", "O", "N", "C", "C", "H", "H", "H", "H", "H", "H", "H", "C", "O", "N", "C", "C", "H", "H", "H", "H", "H", "H", "H", "C", "O", "N", "C", "C", "H", "H", "H", "H", "H", "H", "H", "C", "O", "N", "C", "C", "H", "H", "H", "H", "H", "H", "H", "C", "O", "N", "C", "C", "H", "H", "H", "H", "H", "H", "H"], "positions_angstrom": [[-4.917, -2.350, 0.402], [-4.403, -2.707, -1.146], [-3.842, -4.514, -1.375], [-4.450, -5.020, -3.156], [-1.950, -4.724, -1.429], [-1.532, -5.730, -0.195], [-2.952, -7.195, -0.190], [-1.594, -5.126, 1.144], [-1.360, -3.675, 1.120], [-0.488, -3.126, -0.155], [-0.242, -1.517, 0.091], [0.300, -0.703, -1.235], [1.939, -0.412, -1.178], [2.181, 1.239, -1.265], [3.762, 1.651, -1.136], [4.612, 1.593, -2.540], [3.831, 2.208, -3.846], [4.756, 3.229, -4.768], [4.558, 4.589, -4.241], [3.395, 5.260, -4.844], [-1.149, -3.445, -1.505], [-0.092, -3.713, -2.354], [-6.013, -1.938, 0.432], [-4.138, -1.557, 0.838], [-4.780, -3.312, 1.093], [-3.649, -1.889, -1.509], [-5.378, -2.569, -1.821], [-4.031, -4.183, -3.892], [-5.621, -5.089, -3.219], [-3.919, -6.028, -3.500], [-1.704, -5.325, -2.431], [-0.518, -6.310, -0.416], [-0.717, -3.423, 2.094], [-2.335, -3.034, 1.206], [0.581, -3.628, -0.172], [-1.161, -0.966, 0.603], [0.638, -1.445, 0.894], [-0.198, 0.381, -1.177], [-0.055, -1.156, -2.259], [2.434, -0.775, -0.169], [2.474, -0.927, -2.101], [1.615, 1.705, -2.177], [1.644, 1.674, -0.292], [3.906, 2.691, -0.568], [4.258, 0.847, -0.407], [5.613, 2.222, -2.373], [4.971, 0.470, -2.676], [2.870, 2.846, -3.547], [3.433, 1.289, -4.493], [5.910, 2.928, -4.762], [4.306, 3.143, -5.870], [3.420, 6.391, -4.495], [3.368, 5.244, -6.016], [2.356, 4.833, -4.480], [-1.643, -2.630, -1.929], [-7.775, 0.736, 1.370], [-7.207, 1.120, 0.355], [-7.216, 0.691, 2.629], [-7.955, 0.223, 3.783], [-5.846, 1.125, 2.806], [-8.819, 0.385, 1.347], [-8.003, 1.027, 4.524], [-7.435, -0.639, 4.211], [-8.971, -0.072, 3.508], [-5.759, 2.168, 2.488], [-5.194, 0.511, 2.178], [-5.543, 1.032, 3.852], [-4.569, 0.061, 6.136], [-4.001, 0.445, 5.121], [-4.011, 0.015, 7.396], [-4.750, -0.453, 8.550], [-2.641, 0.450, 7.572], [-5.614, -0.291, 6.113], [-4.798, 0.351, 9.290], [-4.229, -1.315, 8.978], [-5.766, -0.748, 8.275], [-2.554, 1.493, 7.255], [-1.989, -0.165, 6.944], [-2.338, 0.357, 8.619], [9.362, 1.005, -4.495], [8.470, 1.288, -3.704], [9.522, 1.554, -5.749], [10.605, 1.166, -6.627], [8.577, 2.553, -6.203], [10.133, 0.257, -4.248], [11.209, 2.048, -6.856], [10.183, 0.760, -7.552], [11.240, 0.408, -6.160], [8.594, 3.400, -5.511], [7.572, 2.119, -6.203], [8.830, 2.895, -7.210], [-8.656, -3.077, 3.393], [-9.410, -2.500, 4.166], [-7.912, -4.199, 3.689], [-7.040, -4.824, 2.716], [-8.005, -4.773, 5.015], [-8.512, -2.723, 2.359], [-7.366, -5.856, 2.559], [-6.017, -4.818, 3.103], [-7.066, -4.290, 1.762], [-9.044, -5.054, 5.209], [-7.701, -4.021, 5.750], [-7.362, -5.653, 5.101], [-2.337, 3.600, -1.111], [-1.146, 3.799, -0.906], [-3.362, 3.942, -0.255], [-4.750, 3.673, -0.569], [-3.043, 4.591, 1.000], [-2.689, 3.113, -2.034], [-5.298, 4.619, -0.589], [-5.169, 3.023, 0.204], [-4.847, 3.182, -1.542], [-2.515, 5.526, 0.792], [-2.385, 3.937, 1.581], [-3.952, 4.800, 1.569], [-1.543, 3.804, 6.966], [-0.935, 3.135, 7.792], [-1.426, 5.167, 6.799], [-2.182, 5.889, 5.797], [-0.518, 5.904, 7.654], [-2.259, 3.343, 6.266], [-1.484, 6.383, 5.114], [-2.802, 6.640, 6.294], [-2.825, 5.214, 5.226], [0.494, 5.508, 7.523], [-0.818, 5.764, 8.697], [-0.531, 6.968, 7.406], [12.764, -1.566, -6.731], [13.242, -0.442, -6.636], [13.478, -2.721, -6.966], [12.838, -4.016, -7.065], [14.916, -2.638, -7.118], [11.680, -1.740, -6.631], [13.246, -4.673, -6.292], [13.046, -4.439, -8.052], [11.756, -3.933, -6.932], [15.346, -2.212, -6.207], [15.148, -1.979, -7.959], [15.343, -3.629, -7.298]], "lowdin_charge": [-0.166, -0.420, 0.863, -0.299, -0.395, -0.598, 0.665, -0.205, -0.111, -0.166, -0.135, -0.189, -0.191, -0.218, -0.217, -0.206, -0.175, -0.204, -0.256, -0.135, -0.043, 0.045, 0.083, 0.073, 0.064, 0.069, 0.106, 0.059, 0.070, 0.064, 0.165, 0.144, 0.176, 0.120, 0.198, 0.135, 0.138, 0.119, 0.102, 0.111, 0.117, 0.105, 0.123, 0.126, 0.112, 0.125, 0.115, 0.101, 0.117, 0.124, 0.126, 0.109, 0.096, 0.092, 0.176, -0.333, -0.017, -0.190, -0.063, -0.043, 0.133, 0.096, 0.075, 0.081, 0.086, 0.081, 0.051, -0.316, -0.021, -0.198, -0.059, -0.035, 0.124, 0.094, 0.091, 0.085, 0.053, 0.099, 0.100, -0.323, -0.012, -0.202, -0.063, -0.056, 0.131, 0.099, 0.094, 0.043, 0.095, 0.077, 0.090, -0.330, 0.001, -0.202, -0.069, -0.045, 0.129, 0.093, 0.087, 0.070, 0.097, 0.092, 0.090, -0.336, -0.011, -0.206, -0.056, -0.052, 0.126, 0.094, 0.066, 0.088, 0.095, 0.090, 0.087, -0.325, 0.002, -0.206, -0.063, -0.047, 0.123, 0.090, 0.091, 0.082, 0.095, 0.095, 0.090, -0.323, 0.000, -0.207, -0.065, -0.047, 0.125, 0.090, 0.090, 0.084, 0.095, 0.095, 0.089], "total_charge": 1, "e_homo_ev": -10.1, "spin_multiplicity": 1, "homo_lumo_gap_ev": 7.3985}

# 4
{"formula": "C23H37IrN10O7P2", "method": "wB97M-V/def2-TZVPD", "species": ["Ir", "C", "N", "C", "P", "O", "O", "P", "O", "N", "C", "C", "N", "C", "C", "N", "C", "C", "H", "H", "H", "H", "H", "H", "H", "H", "H", "H", "H", "H", "H", "H", "H", "H", "H", "H", "H", "H", "H", "H", "H", "H", "O", "C", "O", "C", "C", "N", "N", "C", "C", "O", "O", "H", "H", "H", "C", "N", "C", "C", "N", "C", "H", "H", "H", "H", "H", "H", "N", "C", "C", "C", "C", "N", "C", "C", "H", "H", "H", "H"], "positions_angstrom": [[-0.759, -0.091, -0.824], [1.750, 3.265, 2.064], [0.566, 2.459, 1.946], [-0.674, 3.123, 1.692], [0.508, 0.829, 2.344], [-0.544, 0.078, 1.649], [1.999, 0.300, 2.012], [2.493, -0.288, 0.579], [1.623, 0.089, -0.543], [2.544, -1.931, 0.861], [2.952, -2.750, -0.259], [2.654, -2.564, 2.156], [4.012, 0.381, 0.451], [5.034, 0.035, 1.412], [4.478, 0.884, -0.818], [0.477, 0.649, 3.995], [1.519, 1.221, 4.817], [-0.777, 0.386, 4.661], [1.780, 3.812, 3.012], [1.759, 4.010, 1.264], [2.639, 2.640, 1.984], [-0.679, 4.132, 2.105], [-1.513, 2.546, 2.083], [-0.819, 3.191, 0.593], [2.722, -2.232, -1.189], [2.413, -3.699, -0.221], [4.025, -2.976, -0.233], [2.638, -1.823, 2.952], [3.565, -3.163, 2.228], [1.800, -3.235, 2.296], [4.580, -0.225, 2.365], [5.695, 0.893, 1.552], [5.655, -0.801, 1.072], [3.625, 1.071, -1.468], [5.167, 0.187, -1.305], [5.015, 1.823, -0.656], [2.448, 1.289, 4.254], [1.684, 0.578, 5.684], [1.249, 2.209, 5.197], [-1.471, -0.061, 3.953], [-1.218, 1.292, 5.086], [-0.605, -0.312, 5.483], [-0.202, 4.473, -4.826], [-0.244, 3.356, -5.474], [-0.205, 3.251, -6.673], [-0.366, 2.069, -4.689], [-0.448, 0.824, -5.301], [-0.557, -0.089, -4.331], [-0.559, 0.475, -3.120], [-0.443, 1.790, -3.306], [-0.429, 2.717, -2.104], [-0.144, 3.891, -2.269], [-0.735, 2.165, -1.008], [-0.169, 4.420, -3.828], [-0.440, 0.595, -6.351], [-0.606, -1.093, -4.449], [-1.679, -5.662, -1.860], [-1.417, -4.432, -1.161], [-1.344, -4.276, 0.188], [-1.114, -2.951, 0.421], [-1.046, -2.300, -0.777], [-1.241, -3.226, -1.707], [-1.673, -6.490, -1.155], [-0.926, -5.843, -2.627], [-2.657, -5.630, -2.341], [-1.458, -5.098, 0.864], [-0.991, -2.434, 1.351], [-1.252, -3.050, -2.763], [-8.327, 0.953, -0.308], [-7.200, 0.791, -0.393], [-5.799, 0.585, -0.505], [-5.133, 0.910, -1.688], [-3.772, 0.669, -1.756], [-3.081, 0.146, -0.746], [-3.713, -0.161, 0.384], [-5.073, 0.031, 0.551], [-5.669, 1.336, -2.523], [-3.219, 0.893, -2.656], [-3.113, -0.586, 1.176], [-5.561, -0.241, 1.474]], "lowdin_charge": [1.448, 0.000, -0.139, -0.017, 0.543, -0.294, -0.260, 0.522, -0.329, -0.300, -0.080, -0.080, -0.304, -0.071, -0.078, -0.230, -0.046, -0.044, 0.133, 0.138, 0.094, 0.132, 0.109, 0.104, 0.082, 0.096, 0.103, 0.074, 0.106, 0.090, 0.077, 0.106, 0.104, 0.076, 0.103, 0.102, 0.088, 0.121, 0.113, 0.082, 0.115, 0.120, 0.175, -0.503, 0.152, -0.001, 0.061, 0.048, -0.011, -0.122, -0.546, 0.117, -0.143, 0.090, 0.164, 0.173, 0.025, -0.099, -0.010, -0.130, -0.083, -0.120, 0.111, 0.112, 0.114, 0.142, 0.094, 0.140, 0.249, -0.140, -0.169, 0.056, -0.081, -0.029, -0.100, 0.046, 0.146, 0.116, 0.104, 0.141], "total_charge": 3, "e_homo_ev": [-16.5, -16.5], "spin_multiplicity": 2, "homo_lumo_gap_ev": [5.7724, 4.1390]}

# 5
{"formula": "C9H19AgCl8O", "method": "wB97M-V/def2-TZVPD", "species": ["Ag", "C", "O", "H", "H", "H", "Cl", "C", "C", "Cl", "H", "H", "H", "H", "Cl", "C", "C", "Cl", "H", "H", "H", "H", "Cl", "C", "C", "Cl", "H", "H", "H", "H", "Cl", "C", "C", "Cl", "H", "H", "H", "H"], "positions_angstrom": [[18.656, -1.306, -8.378], [21.425, -6.042, -8.852], [21.042, -4.763, -8.303], [20.593, -6.712, -9.068], [21.986, -5.957, -9.783], [21.985, -6.519, -8.048], [28.588, -6.179, -9.462], [28.599, -5.094, -10.881], [27.268, -4.318, -11.060], [26.999, -3.259, -9.652], [28.756, -5.695, -11.776], [29.473, -4.464, -10.715], [26.351, -4.904, -11.011], [27.397, -3.601, -11.871], [17.492, -10.867, -9.056], [16.231, -9.780, -8.324], [15.767, -10.323, -6.958], [14.738, -11.727, -7.046], [15.467, -9.483, -9.042], [16.748, -8.843, -8.119], [15.292, -9.454, -6.503], [16.690, -10.516, -6.411], [23.138, -12.475, -5.534], [22.709, -12.105, -3.792], [23.908, -11.277, -3.110], [24.072, -9.752, -3.957], [22.509, -13.078, -3.342], [21.790, -11.520, -3.826], [24.844, -11.836, -3.104], [23.743, -11.060, -2.055], [19.420, -3.821, -14.014], [18.625, -5.432, -14.191], [17.226, -5.323, -13.710], [17.115, -4.604, -12.047], [19.207, -6.062, -13.518], [18.795, -5.869, -15.175], [16.804, -6.325, -13.783], [16.662, -4.631, -14.336]], "lowdin_charge": [0.990, -0.146, -0.091, 0.079, 0.093, 0.074, 0.523, -0.651, -0.631, 0.505, 0.069, 0.064, 0.057, 0.065, 0.502, -0.633, -0.717, 0.583, 0.072, 0.055, 0.072, 0.065, 0.468, -0.584, -0.661, 0.538, 0.059, 0.052, 0.065, 0.062, 0.498, -0.638, -0.640, 0.472, 0.064, 0.089, 0.086, 0.070], "total_charge": 1, "e_homo_ev": [-11.9, -11.9], "de_lowest_kcal_mol": 17.9, "spin_multiplicity": 2, "homo_lumo_gap_ev": [4.6508, 4.6542]}